Entry 1:
ORCA calculation (the ωB97M-V functional and the def2-TZVPD basis) on the molecule C4H7N2P.

The geometry in XYZ format:
```
14
C4H7N2P | the OMol25 dataset | the ωB97M-V functional and the def2-TZVPD basis
C -0.64174 0.96301 -1.64294
C -0.43659 -0.32644 -2.01349
C 0.30163 -0.00733 0.01642
C 1.00781 -0.05561 1.31688
N -0.25378 1.15286 -0.34744
N 0.27068 -0.89234 -0.95139
P -0.25718 -0.09314 2.67824
H -1.04344 1.74460 -2.16423
H -0.82349 -0.71308 -2.91457
H 1.51768 0.92741 1.29002
H 1.77598 -0.87484 1.57657
H 0.88786 -1.70649 -0.98866
H -1.14855 -0.99622 2.18146
H -1.15688 0.87761 1.96313
```

## Properties
HOMO-LUMO gap = 9.11 eV
HOMO = -8.32 eV
Lowest unoccupied orbital energy = 0.8 eV
Multiplicity = 1
SMILES = PCc1ncc[nH]1
Total charge = 0
Energy above the lowest of the compared OMol25 structures with the same formula, charge and spin = 0.6480 eV



Entry 2:
ORCA calculation (the ωB97M-V functional and the def2-TZVPD basis) on the molecule C5H10O2.

The geometry in XYZ format:
```
17
C5H10O2 | the OMol25 dataset | the ωB97M-V functional and the def2-TZVPD basis
C -1.46673 -1.35584 0.38562
C -0.63305 -0.14389 -0.03398
C 0.80096 -0.35016 -0.53666
C 1.98290 0.29025 0.21564
O 1.75319 1.57858 0.72754
C -1.28228 1.04724 -0.59594
O -0.91485 1.01354 0.77690
H -0.92193 -2.30613 0.37659
H -1.83870 -1.20231 1.40245
H -2.34007 -1.48136 -0.25871
H 0.83497 0.03570 -1.56129
H 0.98530 -1.42527 -0.61386
H 2.77257 0.39776 -0.53362
H 2.37162 -0.38300 0.99381
H 0.93491 1.53266 1.24305
H -2.34503 1.04587 -0.81565
H -0.68357 1.72444 -1.21166
```

## Properties
HOMO-LUMO gap = 10.83 eV
HOMO = -9.91 eV
Lowest unoccupied orbital energy = 0.9 eV
Multiplicity = 1
SMILES = C[C@@]1(CCO)CO1
Total charge = 0
Energy above the lowest of the compared OMol25 structures with the same formula, charge and spin = 2.5412 eV



Entry 3:
ORCA calculation (the ωB97M-V functional and the def2-TZVPD basis) on a 6-piece molecular cluster, C21H27Cl6N3 overall.

The geometry in XYZ format:
```
57
C21H27Cl6N3 | the OMol25 dataset | the ωB97M-V functional and the def2-TZVPD basis
N -5.55343 0.06748 2.79885
C -4.60133 1.03932 3.01077
C -3.57747 1.27174 2.10231
C -3.48189 0.42118 0.96930
C -4.34166 -0.60951 0.82630
C -5.36869 -0.73391 1.72790
H -4.59777 1.54591 3.96657
H -2.88251 2.06964 2.29951
H -2.66403 0.60916 0.28117
H -4.27276 -1.18618 -0.07217
H -6.11669 -1.46256 1.56164
N 1.98440 0.77568 1.77464
C 2.47996 1.22454 0.63296
C 2.91254 2.52678 0.45347
C 2.83641 3.43591 1.50152
C 2.36417 2.97185 2.71210
C 1.91508 1.65059 2.81877
H 2.34341 0.51963 -0.18320
H 3.29618 2.92923 -0.48332
H 3.13317 4.45192 1.41895
H 2.22212 3.71855 3.49366
H 1.53582 1.24621 3.76937
N -0.20792 1.28662 -2.88022
C -1.08268 0.39824 -2.31359
C -0.71234 -0.85539 -1.86960
C 0.52681 -1.31403 -2.12140
C 1.48259 -0.41334 -2.58710
C 1.07150 0.85362 -2.97785
H -2.10348 0.68999 -2.22344
H -1.51965 -1.46908 -1.57865
H 0.80913 -2.34407 -1.99974
H 2.54445 -0.64245 -2.76569
H 1.78233 1.62564 -3.36472
Cl -1.18846 -3.31863 1.03740
C 0.15576 -2.10281 1.17003
C 0.66977 -2.11299 2.58795
Cl -0.65324 -1.43848 3.58210
H -0.29305 -1.15446 0.95335
H 0.97158 -2.34222 0.48723
H 1.54908 -1.47557 2.61829
H 0.83248 -3.11155 2.98590
Cl 1.50771 -7.76658 -2.97177
C 1.89028 -6.04406 -3.40474
C 2.20584 -5.29544 -2.14402
Cl 0.78413 -5.12173 -0.99414
H 1.02396 -5.65246 -3.89989
H 2.74800 -5.96488 -4.06789
H 2.40838 -4.26554 -2.37354
H 3.00821 -5.77025 -1.55038
Cl 1.95985 5.54038 -1.02867
C 0.36517 5.12710 -0.16881
C -0.31508 4.02939 -1.00102
Cl -1.83818 3.56037 -0.13733
H -0.27716 6.01068 -0.17408
H 0.60551 4.76471 0.82107
H 0.32421 3.18042 -1.00460
H -0.60055 4.42568 -2.02151
```

## Properties
HOMO-LUMO gap = 9.76 eV
HOMO = -9.40 eV
Lowest unoccupied orbital energy = 0.4 eV
Multiplicity = 1
SMILES = c1ccncc1.c1ccncc1.c1ccncc1.ClCCCl.ClCCCl.ClCCCl
Total charge = 0
Energy above the lowest of the compared OMol25 structures with the same formula, charge and spin = 0.6635 eV



Entry 4:
ORCA calculation (the ωB97M-V functional and the def2-TZVPD basis) on an isolated ion of composition C7H14N and charge +1.

The geometry in XYZ format:
```
22
C7H14N | the OMol25 dataset | the ωB97M-V functional and the def2-TZVPD basis
C 0.65360 1.17862 0.33382
C -0.25672 1.36798 -0.61649
C -0.89719 -1.02543 -0.55130
C 1.07375 -0.19708 0.67007
C 1.17922 -0.71045 1.98503
C 2.12540 -0.68467 -0.33088
C -2.58761 0.75503 -0.57267
N -1.23225 0.28796 -1.02424
H 1.19277 2.03576 0.64532
H -0.53757 2.25481 -0.97616
H -0.02317 -1.53188 -1.09896
H -1.77621 -1.58681 -0.25864
H 1.10254 -1.80715 2.04759
H 0.50093 -0.27766 2.70174
H 2.23716 -0.39234 2.33755
H 3.06168 -0.66292 0.15349
H 2.12670 -0.09863 -1.21631
H 2.00191 -1.78320 -0.52355
H -2.65114 1.17418 0.39661
H -2.92201 1.51874 -1.25251
H -3.13115 -0.25987 -0.77826
H -1.24064 0.44501 -2.07125
```

## Properties
HOMO-LUMO gap (spin up / spin down) = 8.39 / 8.39 eV
HOMO (spin up / spin down) = -12.52 / -12.52 eV
Lowest unoccupied orbital energy (spin up / spin down) = -4.1 / -4.1 eV
Multiplicity = 1
Total charge = +1
Energy above the lowest of the compared OMol25 structures with the same formula, charge and spin = 4.0210 eV